Entry from OMol25: a 2-piece molecular cluster, C15H28BBrNO overall in a non-equilibrium geometry (wB97M-V/def2-TZVPD).

```
47
Properties=species:S:1:pos:R:3:forces:R:3:lowdin_charge:R:1
C -0.38628 -1.01898 -3.51063 0.4 0.3 -0.2 -0.099
O 0.52435 -0.80800 -2.44152 -0.6 -0.2 -0.2 -0.214
C 0.56119 0.46235 -1.79219 0.2 -0.3 -0.6 -0.190
C 1.74913 1.31689 -2.16025 0.0 0.5 -0.6 -0.210
C 1.68184 2.68417 -2.48198 0.2 -0.6 0.4 -0.028
C 2.86004 3.42877 -2.55099 0.0 -0.1 0.0 -0.042
C 4.10472 2.82428 -2.35726 -0.2 -0.4 0.3 -0.274
C 5.36134 3.63799 -2.33452 0.4 0.3 0.1 -0.057
C 4.16019 1.45157 -2.06275 -0.7 0.3 -0.2 -0.026
C 2.98776 0.70325 -1.99512 0.4 0.5 0.1 -0.033
H -0.23318 -2.06749 -3.79872 -0.1 0.4 -0.1 0.092
H -1.44732 -0.88803 -3.21868 0.4 0.1 0.0 0.080
H -0.13198 -0.34792 -4.35359 -0.3 -0.4 0.2 0.098
H -0.39441 1.01302 -1.79374 0.2 -0.3 -0.1 0.130
H 0.71158 3.15729 -2.61222 0.1 0.0 0.0 0.108
H 2.82175 4.51269 -2.67534 -0.1 -0.3 -0.2 0.118
H 6.23618 3.01440 -2.14887 0.0 0.0 -0.1 0.075
H 5.54665 4.19692 -3.25349 -0.2 -0.1 -0.1 0.084
H 5.33056 4.37898 -1.53306 -0.1 0.0 0.0 0.084
H 5.10739 0.99558 -1.81575 0.1 -0.1 -0.2 0.108
H 3.01118 -0.35679 -1.76248 0.1 0.1 0.0 0.117
C -0.31799 -2.75608 2.86231 0.2 -0.3 0.1 -0.049
C -0.50908 -1.37791 2.27919 -0.2 0.3 -0.1 -0.195
N -1.99566 -0.99193 2.21620 0.1 -0.7 0.7 -0.232
C -2.71113 -2.00095 1.30337 0.1 0.5 0.3 -0.160
C -2.00338 -2.04434 -0.02724 0.2 -0.6 -0.3 -0.053
C -2.68612 -1.00242 3.58838 0.5 0.3 -0.3 -0.136
C -4.00174 -0.26040 3.33695 -0.2 -0.6 0.2 -0.038
B -2.25425 0.45339 1.76436 1.5 0.2 -1.0 -0.660
Br -0.98394 1.80758 2.29963 -1.0 -0.5 -0.1 0.853
H 0.83005 0.11409 -0.82202 -0.4 0.2 1.4 0.097
H 0.75508 -2.92330 2.96500 0.0 0.0 0.1 0.101
H -0.76170 -2.86132 3.85720 0.1 0.0 -0.2 0.085
H -0.68560 -3.56369 2.21657 0.0 0.3 0.1 0.091
H 0.02581 -0.59313 2.82557 -0.3 -0.3 0.1 0.089
H -0.14703 -1.35218 1.24402 0.0 0.3 0.5 0.106
H -2.77480 -2.95068 1.85427 0.3 0.3 -0.3 0.139
H -3.73046 -1.63413 1.19135 0.2 -0.1 -0.2 0.114
H -2.48123 -2.80214 -0.65322 -0.1 0.3 -0.1 0.107
H -2.04698 -1.06053 -0.51356 0.0 -0.3 -0.1 0.083
H -0.94905 -2.34928 0.05277 -0.6 0.0 -0.2 0.084
H -2.77426 -2.03745 3.95548 -0.2 0.5 -0.3 0.139
H -2.03026 -0.45377 4.27974 -0.2 -0.1 -0.2 0.139
H -4.56102 -0.15158 4.27007 0.1 0.3 -0.2 0.115
H -3.83135 0.74951 2.88524 -0.2 -0.3 0.5 0.085
H -4.61856 -0.83646 2.62916 0.1 0.4 0.5 0.095
H -2.91800 0.58815 0.79233 -0.2 0.3 0.4 0.079
```
Positions in Å, forces in eV/Å.

Frontier orbital gap   6.86 eV
Calculated total energy   -90259.1288 eV
E_HOMO   -10.749 eV
Charge   +1